{"formula": "C4H5N2", "method": "wB97M-V/def2-TZVPD", "elements": ["H", "N", "C", "C", "C", "N", "C", "H", "H", "H", "H"], "positions_angstrom": [[-2.761, -0.886, 0.491], [-1.798, -0.561, 0.173], [-1.566, 0.645, -0.180], [-0.130, 0.849, -0.140], [0.956, 1.549, 0.189], [0.971, 0.040, 0.019], [1.515, -1.141, -0.022], [-2.082, 1.540, -0.412], [1.529, 2.395, 0.737], [2.567, -1.197, 0.211], [1.052, -2.092, -0.270]], "smiles": "[H]/N=C/C1=C[N+]1=C", "e_tot_ha": -264.4928, "lumo_ev": -5.11, "homo_lumo_gap_ev": 9.8, "charge": 1}

{"formula": "C8H12N2O7", "method": "wB97M-V/def2-TZVPD", "elements": ["N", "C", "C", "C", "O", "O", "C", "O", "N", "C", "C", "C", "O", "O", "C", "O", "O", "H", "H", "H", "H", "H", "H", "H", "H", "H", "H", "H", "H"], "positions_angstrom": [[2.814, -2.160, -0.081], [2.053, -0.989, 0.366], [2.651, 0.282, -0.293], [1.841, 1.502, -0.043], [1.521, 2.316, -0.868], [1.433, 1.577, 1.242], [0.566, -1.166, -0.057], [0.231, -1.740, -1.076], [-0.353, -0.641, 0.824], [-1.756, -0.328, 0.521], [-1.895, 0.668, -0.616], [-1.766, 2.091, -0.115], [-1.050, 2.454, 0.817], [-2.418, 2.997, -0.873], [-2.679, -1.537, 0.211], [-3.859, -1.507, 0.472], [-2.122, -2.634, -0.327], [2.445, -3.001, 0.353], [2.698, -2.394, -1.066], [2.148, -1.022, 1.468], [3.686, 0.328, 0.072], [2.712, 0.104, -1.382], [0.730, 2.260, 1.263], [-0.034, 0.013, 1.519], [-2.118, 0.083, 1.485], [-1.164, 0.518, -1.436], [-2.868, 0.556, -1.125], [-2.211, 3.870, -0.550], [-1.235, -2.498, -0.706]], "smiles": "N[C@@H](CC(=O)O)C(=O)N[C@@H](CC(=O)O)C(=O)O", "e_tot_ha": -948.3300, "lumo_ev": 0.43, "homo_lumo_gap_ev": 10.5, "charge": 0}

{"formula": "C3H8N4O", "method": "wB97M-V/def2-TZVPD", "elements": ["C", "N", "C", "N", "C", "O", "N", "N", "H", "H", "H", "H", "H", "H", "H", "H"], "positions_angstrom": [[0.519, -1.948, -0.388], [1.270, -0.838, 0.180], [0.620, 0.188, 0.651], [1.311, 1.113, 1.397], [-0.831, 0.442, 0.340], [-1.630, 0.302, 1.407], [-1.361, 0.676, -0.830], [-0.539, 1.007, -1.846], [1.104, -2.866, -0.262], [0.375, -1.795, -1.461], [-0.447, -2.124, 0.095], [2.179, 0.726, 1.748], [0.749, 1.620, 2.072], [-2.532, 0.520, 1.120], [0.266, 1.582, -1.586], [-1.052, 1.396, -2.638]], "smiles": "C/N=C(N)\\C(O)=N/N", "e_tot_ha": -413.3246, "lumo_ev": 0.90, "homo_lumo_gap_ev": 9.2, "charge": 0}

{"formula": "C8H20ClLiO7", "method": "wB97M-V/def2-TZVPD", "elements": ["Li", "Cl", "O", "O", "O", "O", "C", "C", "C", "O", "C", "H", "H", "H", "H", "H", "H", "H", "H", "C", "C", "O", "H", "H", "H", "H", "H", "H", "C", "C", "O", "H", "H", "H", "H", "H", "H"], "positions_angstrom": [[-0.532, -0.451, 1.220], [-0.909, 5.295, 3.400], [-0.857, 5.758, 2.048], [0.182, 5.753, 4.128], [-2.122, 5.756, 3.961], [-0.959, 3.862, 3.456], [1.838, 3.056, -3.793], [3.161, 2.739, -3.134], [2.933, 1.327, -2.552], [1.539, 1.167, -2.480], [0.975, 1.826, -3.561], [1.793, 3.133, -4.879], [1.383, 3.948, -3.362], [3.318, 3.453, -2.326], [4.035, 2.699, -3.784], [3.440, 1.216, -1.593], [3.278, 0.629, -3.314], [-0.093, 1.988, -3.410], [1.056, 1.128, -4.394], [-5.736, 0.350, 0.731], [-5.595, -1.127, 0.878], [-4.423, -1.277, 1.606], [-6.277, 0.545, -0.194], [-4.750, 0.796, 0.603], [-6.277, 0.937, 1.474], [-5.404, -1.704, -0.027], [-6.488, -1.509, 1.373], [-4.528, -2.041, 2.178], [3.586, -5.760, 2.326], [2.766, -5.336, 1.094], [1.707, -4.461, 1.501], [2.952, -6.462, 2.867], [3.847, -4.917, 2.965], [4.482, -6.352, 2.134], [2.293, -6.159, 0.558], [3.278, -4.764, 0.320], [1.110, -5.040, 1.981]], "e_tot_ha": -1310.8076, "lumo_ev": -3.00, "homo_lumo_gap_ev": 4.4, "charge": 0}

{"formula": "CH30CdO18", "method": "wB97M-V/def2-TZVPD", "elements": ["Cd", "C", "O", "O", "O", "O", "H", "H", "O", "H", "H", "O", "H", "H", "O", "H", "H", "O", "H", "H", "O", "H", "H", "O", "H", "H", "O", "H", "H", "O", "H", "H", "O", "H", "H", "O", "H", "H", "O", "H", "H", "O", "H", "H", "O", "H", "H", "O", "H", "H"], "positions_angstrom": [[-2.197, -0.394, 1.181], [-0.019, -0.102, -0.038], [1.116, -0.262, -0.874], [-0.927, 0.626, -0.474], [-0.088, -0.739, 1.067], [1.863, -1.936, -3.135], [1.409, -2.746, -3.219], [1.547, -1.540, -2.325], [0.997, -2.859, 2.451], [0.564, -2.228, 3.047], [0.367, -3.016, 1.788], [-1.249, -0.326, -2.800], [-2.108, 0.065, -3.017], [-1.216, -0.095, -1.834], [-1.874, -2.520, 2.311], [-1.982, -2.757, 3.244], [-1.848, -3.295, 1.752], [-1.775, 2.745, -1.964], [-1.775, 2.246, -2.775], [-1.392, 2.078, -1.391], [0.202, -3.197, -0.391], [1.090, -3.603, -0.243], [0.266, -2.331, -0.049], [2.868, 1.417, 0.218], [2.803, 2.360, -0.033], [2.162, 0.922, -0.198], [0.154, 2.877, 0.196], [0.498, 2.879, 1.091], [-0.049, 1.980, -0.089], [-2.697, 1.823, 1.344], [-3.293, 2.403, 0.786], [-2.320, 2.414, 2.004], [3.646, 1.074, -2.623], [4.258, 1.633, -2.114], [2.809, 1.378, -2.351], [1.760, 0.300, 2.445], [2.115, 0.818, 1.773], [0.955, -0.127, 2.051], [-1.673, 0.158, 3.527], [-2.065, 0.796, 4.076], [-0.912, -0.278, 3.862], [2.634, -1.723, 0.407], [2.015, -1.195, -0.126], [2.468, -1.340, 1.211], [1.160, 1.930, -2.312], [1.125, 1.065, -1.839], [0.597, 1.741, -3.015], [-3.709, 0.199, -0.661], [-4.546, 0.503, -0.303], [-3.735, 0.183, -1.638]], "e_tot_ha": -1578.0696, "lumo_ev": -2.52, "homo_lumo_gap_ev": 6.4, "charge": 0}